{"formula": "C36H88HgN3O13S3", "method": "ωB97M-V/def2-TZVPD", "elements": ["C", "H", "H", "H", "N", "H", "H", "H", "H", "Hg", "H", "H", "H", "C", "S", "H", "O", "C", "C", "O", "H", "H", "C", "H", "C", "H", "H", "C", "H", "C", "H", "H", "H", "C", "N", "H", "H", "H", "H", "N", "H", "H", "H", "H", "H", "H", "C", "H", "H", "C", "H", "H", "O", "C", "H", "H", "H", "C", "C", "H", "H", "H", "H", "H", "C", "H", "H", "H", "O", "H", "H", "H", "C", "H", "H", "C", "H", "H", "H", "C", "S", "O", "H", "C", "C", "O", "H", "H", "H", "O", "S", "C", "C", "C", "O", "H", "H", "H", "C", "H", "H", "C", "H", "C", "H", "C", "C", "H", "O", "H", "C", "O", "H", "H", "H", "H", "H", "H", "H", "C", "H", "H", "H", "C", "O", "H", "H", "H", "C", "C", "H", "H", "O", "O", "H", "H", "C", "H", "C", "C", "H", "H", "H", "H"], "xyz": [[-16.07555, 26.48000, 27.06519], [-21.54587, 28.42516, 23.02584], [-15.97135, 31.07418, 27.05182], [-19.03107, 25.92292, 25.76365], [-16.56337, 30.33564, 27.42480], [-25.60230, 28.90599, 32.11152], [-27.45107, 32.62500, 29.19419], [-25.53209, 25.82468, 28.67522], [-23.39973, 29.40269, 27.98256], [-23.94736, 25.88107, 31.42792], [-21.90202, 32.56454, 32.58923], [-23.24233, 32.05382, 24.68193], [-20.98135, 26.82121, 30.70634], [-18.52559, 26.54513, 27.81798], [-24.94129, 32.35102, 31.82935], [-24.62533, 28.07018, 28.19770], [-27.28730, 25.73292, 22.44872], [-26.36360, 28.36670, 31.55018], [-26.02557, 24.59208, 24.58238], [-23.62451, 23.85887, 28.13905], [-15.81329, 27.48793, 27.39390], [-19.31936, 25.95689, 28.27294], [-17.90072, 30.92226, 27.71836], [-24.77570, 23.93630, 29.58355], [-25.31278, 32.85119, 29.22875], [-21.64577, 26.01916, 27.40261], [-27.08985, 33.36276, 31.39996], [-25.11764, 25.54136, 25.36862], [-21.01421, 29.98624, 27.39630], [-18.23966, 27.88894, 31.09390], [-20.63652, 31.14583, 24.82072], [-19.15611, 27.68596, 26.03267], [-15.17676, 25.89197, 26.91048], [-27.18654, 24.44632, 28.71684], [-25.33754, 24.49498, 30.24574], [-18.72493, 28.56934, 30.38828], [-19.63419, 31.19499, 30.62596], [-23.10238, 24.66228, 28.31185], [-20.12210, 32.34230, 33.02665], [-20.48664, 27.09318, 31.56321], [-21.40094, 31.77974, 34.00925], [-20.92650, 26.34272, 32.11211], [-23.38631, 33.18846, 30.28720], [-24.38084, 27.56802, 25.09755], [-26.79413, 29.05908, 30.82154], [-27.52068, 26.03800, 31.00089], [-22.19433, 30.20716, 23.99393], [-24.12350, 31.17672, 23.55442], [-21.51504, 23.42370, 26.55746], [-23.69972, 28.53288, 28.55930], [-27.86209, 24.97654, 28.03831], [-21.35628, 31.47121, 30.33826], [-20.83835, 30.70895, 23.96844], [-21.08918, 30.58310, 32.22038], [-26.67055, 23.69689, 28.12008], [-25.50168, 33.92398, 29.31113], [-24.89145, 27.29088, 22.42566], [-23.08374, 31.42938, 23.79554], [-26.68407, 32.37067, 31.21350], [-23.96737, 20.99569, 27.76087], [-26.56272, 31.07509, 29.48559], [-23.20683, 29.00290, 22.51144], [-26.01728, 23.80459, 30.57077], [-16.75985, 25.82750, 28.95690], [-23.52342, 21.50638, 28.61322], [-22.39157, 29.68934, 24.93996], [-27.19992, 28.11249, 32.20983], [-24.07430, 25.23026, 25.46162], [-16.80841, 25.79718, 24.57682], [-18.42214, 27.50336, 28.33021], [-27.88944, 23.99022, 29.42038], [-23.01470, 26.68998, 26.65224], [-17.17040, 25.81234, 27.94634], [-23.84547, 31.42460, 29.94559], [-27.06679, 24.62963, 24.90056], [-25.13242, 26.90802, 24.66257], [-15.79674, 24.08242, 32.72130], [-16.96286, 32.27547, 29.11291], [-23.07604, 22.69493, 26.04317], [-17.73096, 32.30668, 28.34312], [-25.98319, 25.20076, 22.79215], [-16.74841, 28.20295, 25.15359], [-21.82746, 21.61468, 26.59168], [-21.11800, 31.90413, 32.95949], [-16.72843, 24.47673, 33.13555], [-25.26365, 24.24614, 21.97610], [-21.77135, 29.77103, 21.92753], [-18.89779, 29.88070, 26.05843], [-25.75602, 23.53911, 24.52276], [-24.69684, 33.59543, 32.50160], [-16.97251, 26.82816, 25.56336], [-26.88114, 26.47244, 30.22526], [-22.57587, 27.48454, 28.71607], [-22.70750, 22.73239, 28.20411], [-25.86250, 27.20858, 30.89655], [-17.51182, 33.11227, 27.64445], [-16.39103, 24.90538, 34.08074], [-26.09451, 27.40555, 24.79098], [-22.19654, 26.96156, 27.32243], [-21.61372, 27.72357, 26.80319], [-22.87170, 20.84428, 29.19154], [-19.08542, 26.65100, 31.32080], [-20.20475, 28.89799, 32.28981], [-18.54333, 25.85950, 32.52006], [-18.14400, 31.36492, 25.60511], [-18.71311, 30.90171, 26.41152], [-20.63098, 30.78137, 30.78253], [-17.25007, 24.78399, 27.58938], [-19.97802, 31.56097, 26.44054], [-19.02735, 26.05182, 30.40938], [-22.23145, 22.62157, 26.72305], [-17.24325, 25.44549, 32.24336], [-22.07252, 30.10214, 32.26050], [-20.67093, 29.86178, 30.19014], [-23.83054, 26.11855, 23.06495], [-18.07389, 28.50243, 31.98130], [-16.60498, 29.67751, 26.64605], [-17.38399, 23.60533, 33.17545], [-24.04668, 28.75852, 29.57656], [-24.16471, 32.43837, 30.17784], [-27.26512, 31.62884, 31.75732], [-21.94541, 22.88558, 28.97007], [-21.71055, 28.05665, 29.07437], [-20.91503, 31.07769, 27.38065], [-22.96703, 26.42441, 29.52747], [-18.29652, 30.20439, 28.44260], [-21.90759, 31.48760, 27.19463], [-20.61268, 31.41322, 28.37198], [-18.63983, 26.77475, 26.32604], [-22.18870, 29.27658, 22.80420], [-18.72049, 32.48142, 28.77291], [-24.30775, 21.62684, 29.36951], [-24.56468, 31.06442, 32.39548], [-20.18211, 29.67914, 32.86874], [-27.46816, 27.06814, 29.52417], [-18.55354, 26.53485, 33.38726], [-26.20894, 25.39669, 29.41844], [-17.23841, 27.71961, 30.69293], [-24.81831, 26.55338, 23.22591], [-26.60740, 32.14512, 29.68363], [-22.68589, 32.09372, 23.03136], [-24.95803, 32.71106, 28.20819], [-19.22952, 25.03630, 32.77054], [-25.40454, 25.57613, 26.42379]], "mulliken_charge": [-0.757, 0.322, 0.297, 0.389, -0.702, 0.246, 0.433, -1.453, 0.487, 1.016, 0.261, 0.277, -0.336, 1.136, 1.016, -0.080, -0.642, -0.757, -0.944, -0.387, 0.322, 0.096, 2.060, 0.268, -0.916, 0.370, 0.392, 1.100, 0.227, -1.751, 0.450, -0.121, 0.501, -1.691, -0.528, 0.140, 0.201, -0.243, 0.402, -0.229, 0.415, 0.323, 0.537, -0.220, 0.179, 0.415, 1.986, 0.409, 0.218, -1.228, 0.380, 0.267, -0.660, 1.067, 0.394, 0.357, 0.478, -1.469, -0.804, 0.352, -0.005, 0.227, 0.370, 0.269, -1.556, -0.743, 0.376, 0.086, -0.736, -0.547, 0.546, -0.978, -0.981, -0.374, 0.404, -0.017, 0.259, 0.438, 0.188, -1.608, 1.158, -0.704, 0.504, -1.666, -0.846, -0.645, 0.449, 0.035, 0.469, -0.680, 1.225, -0.890, 3.004, 0.516, 0.035, 0.414, 0.301, 0.465, -0.314, -0.195, 0.393, 1.831, 0.268, -1.006, 0.404, -0.239, -0.011, 0.404, -0.657, -0.308, -1.157, -0.268, -0.036, -0.633, 0.387, 0.508, 0.141, 0.355, -0.084, 0.138, 0.415, 0.363, -1.217, -0.088, -0.100, -1.093, 0.265, -0.184, -0.527, -1.452, 0.274, 0.392, -0.545, -0.734, 0.408, 0.413, 2.111, 0.447, -0.931, -0.338, 0.338, 0.389, 0.412, -0.967], "e_homo_ev": -10.9, "total_charge": 1}

=====

{"formula": "C20H40NP3RhSSe", "method": "ωB97M-V/def2-TZVPD", "elements": ["H", "C", "H", "H", "H", "H", "C", "C", "C", "C", "H", "C", "C", "H", "C", "H", "C", "C", "H", "C", "H", "P", "H", "H", "H", "C", "H", "H", "C", "H", "H", "H", "C", "S", "Se", "P", "H", "Rh", "H", "H", "H", "H", "H", "H", "H", "H", "C", "C", "H", "C", "H", "H", "H", "C", "H", "C", "N", "H", "H", "H", "H", "H", "P", "H", "C", "H", "H"], "xyz": [[2.54013, 0.58489, -8.01324], [3.53451, 0.21446, -6.13376], [1.94695, 0.03195, 3.75462], [-3.34336, 1.38189, 2.38378], [-0.10913, -4.07356, -0.67176], [-2.20788, -1.03113, -1.54115], [0.94870, 0.10784, -5.00539], [2.40492, 0.39660, -6.94564], [0.93356, 0.02151, 4.15343], [-0.45425, -3.03566, -0.58362], [-3.75514, -0.18413, -1.25854], [1.59985, 0.03410, -0.33936], [-1.30402, -0.01111, 3.99171], [-0.34042, 3.17336, 3.23208], [1.11902, 0.34080, -6.39229], [-4.33366, -1.43723, 1.04488], [-2.67201, -0.14858, -1.09140], [-3.28153, -1.55285, 1.34335], [-0.03338, -2.44980, -1.40961], [1.60234, 3.20909, 0.99264], [4.23516, -0.18150, -4.12296], [-2.34517, -0.10428, 0.70830], [-1.91243, 3.02325, 2.42858], [2.28674, -2.92770, 2.06949], [-2.90746, -2.49616, 0.93540], [3.36553, -0.03716, -4.76675], [-2.26116, 0.74357, -1.57570], [1.46490, 4.28337, 0.80727], [2.08765, -0.10622, -4.21320], [-0.45738, 4.00520, -0.73604], [-3.23894, -1.59431, 2.43872], [2.47578, 1.01175, 1.41681], [-0.87380, 3.31539, 2.28429], [-1.12126, 0.01040, 5.69133], [-0.75443, 0.09270, -4.12591], [-0.02802, 2.35231, 0.96959], [-1.78588, 2.81187, -0.70469], [-0.08748, -0.01612, 0.97386], [-2.30278, -0.02650, 3.56004], [1.94486, -0.31314, -3.15294], [0.24561, 0.48496, -7.02987], [2.54954, -0.82662, 1.43719], [2.27981, 2.80706, 0.23176], [4.53923, 0.26472, -6.55575], [-0.28426, -0.16121, -2.67820], [-1.60256, -3.00965, 2.64461], [2.10007, 0.07183, 1.00246], [0.59695, 0.03074, 5.49318], [2.50145, -2.65350, 0.32201], [-0.70136, 2.93998, -0.63912], [-0.23210, 2.39014, -1.46480], [-0.75392, -4.42750, 1.97364], [1.80206, -4.18415, 0.90666], [-3.39953, 1.28365, 1.29266], [-0.84137, 4.38559, 2.02029], [-0.62981, -3.39293, 2.33809], [-0.16481, -0.00206, 3.30747], [-3.12246, 2.23532, 0.83120], [0.02503, -3.40846, 3.21509], [1.27543, 0.04614, 6.32149], [-1.54627, -3.01116, -0.65415], [1.53868, 0.95164, -0.92350], [0.15429, -2.37682, 1.02473], [-4.44179, 1.05810, 1.02240], [1.84732, -3.09963, 1.07924], [2.06852, 3.08855, 1.97786], [1.61662, -0.90386, -0.89290]], "lowdin_spin": [-0.001, 0.194, 0.000, 0.000, 0.004, 0.002, 0.169, 0.017, 0.010, 0.024, 0.010, 0.259, 0.011, 0.000, 0.083, 0.001, 0.055, -0.001, 0.001, 0.020, -0.001, 0.066, 0.000, 0.000, 0.000, 0.026, 0.003, 0.005, 0.081, 0.004, 0.000, 0.000, 0.025, 0.013, 0.409, 0.118, 0.000, 1.936, 0.000, 0.002, 0.001, 0.000, 0.000, 0.008, 0.019, 0.000, 0.007, 0.007, 0.000, 0.024, 0.003, 0.005, 0.005, -0.001, 0.005, 0.025, 0.154, 0.000, 0.000, 0.001, 0.000, 0.026, 0.118, 0.001, 0.021, 0.000, 0.026], "e_homo_ev": [-14.2, -17.6], "spin_multiplicity": 5, "de_lowest_ev": 0.6261, "total_charge": 3}

=====

{"formula": "C3H8BCl3I", "method": "ωB97M-V/def2-TZVPD", "elements": ["H", "C", "H", "C", "B", "Cl", "H", "H", "H", "Cl", "C", "Cl", "H", "H", "H", "I"], "xyz": [[-0.80626, 0.17902, 1.83126], [0.85898, 1.27134, 0.53561], [1.08828, -3.73510, -1.55428], [-0.63327, 0.60682, 0.73898], [-1.83035, 1.72616, 0.45690], [0.59948, -2.54346, 0.41938], [-1.44675, 2.41276, -0.42743], [0.85867, 2.45318, 0.57906], [-2.07537, 2.36311, 1.43403], [3.04137, -2.47424, -1.16686], [1.28686, -2.71889, -1.20423], [0.52405, -1.58202, -2.32898], [1.53238, 0.83054, 1.41679], [-0.68783, -0.32643, 0.01861], [1.28175, 0.96794, -0.53748], [-3.59199, 0.56926, -0.21137]], "mulliken_charge": [0.161, -0.692, 0.319, -0.184, 0.037, -0.086, -0.181, 0.256, -0.194, -0.145, -0.010, -0.103, 0.187, -0.138, 0.142, -0.370], "e_homo_ev": -4.1, "total_charge": -1}

=====

{"formula": "C6H14N2O2", "method": "ωB97M-V/def2-TZVPD", "elements": ["H", "C", "C", "N", "H", "H", "H", "C", "H", "O", "H", "H", "C", "H", "C", "O", "H", "N", "H", "H", "C", "H", "H", "H"], "xyz": [[-1.13388, -1.94490, -0.42628], [1.59538, -2.15234, -0.28829], [1.30864, 0.15715, 0.61788], [-0.83425, 0.98348, -0.51755], [-1.13543, -0.73001, 0.92414], [-0.81927, -2.36056, 1.18986], [-1.88498, -0.01707, 1.03611], [-1.31941, 0.89681, 0.85424], [-1.90725, 1.73423, 1.23007], [2.82734, -2.00470, -0.33998], [0.49581, 2.33887, -1.74562], [0.98950, -2.96205, -0.72357], [-0.62265, -1.57349, 0.46187], [0.78791, 0.93665, 0.06172], [-0.86456, -0.03319, -1.40073], [-0.49289, -0.01947, -2.62294], [1.28281, 0.36377, 1.68781], [0.78811, -1.21977, 0.27824], [-0.53645, 3.09794, -0.49679], [2.36174, 0.18186, 0.33774], [0.04734, 2.21584, -0.75980], [-1.23992, -0.96708, -0.95447], [-0.51689, 0.90666, 1.59178], [0.82317, 2.17136, 0.00454]], "mulliken_charge": [0.445, 0.106, -0.645, -0.211, 0.034, 0.515, 0.338, -0.795, 0.418, -0.605, 0.331, 0.325, -0.948, -0.099, 0.148, -0.668, 0.327, 0.180, 0.333, 0.394, -0.960, 0.297, 0.303, 0.436], "e_homo_ev": -9.1, "de_lowest_ev": 7.6073, "smiles": "CN(C)C=O.CN(C)C=O"}

=====

Copy entry 3 word for word.
{"formula": "C3H8BCl3I", "method": "ωB97M-V/def2-TZVPD", "elements": ["H", "C", "H", "C", "B", "Cl", "H", "H", "H", "Cl", "C", "Cl", "H", "H", "H", "I"], "xyz": [[-0.80626, 0.17902, 1.83126], [0.85898, 1.27134, 0.53561], [1.08828, -3.73510, -1.55428], [-0.63327, 0.60682, 0.73898], [-1.83035, 1.72616, 0.45690], [0.59948, -2.54346, 0.41938], [-1.44675, 2.41276, -0.42743], [0.85867, 2.45318, 0.57906], [-2.07537, 2.36311, 1.43403], [3.04137, -2.47424, -1.16686], [1.28686, -2.71889, -1.20423], [0.52405, -1.58202, -2.32898], [1.53238, 0.83054, 1.41679], [-0.68783, -0.32643, 0.01861], [1.28175, 0.96794, -0.53748], [-3.59199, 0.56926, -0.21137]], "mulliken_charge": [0.161, -0.692, 0.319, -0.184, 0.037, -0.086, -0.181, 0.256, -0.194, -0.145, -0.010, -0.103, 0.187, -0.138, 0.142, -0.370], "e_homo_ev": -4.1, "total_charge": -1}